Entry from the OMol25 dataset: a single C8H14O6Si molecule (the ωB97M-V functional and the def2-TZVPD basis).

Calculated values
SMILES: CC[Si](OC(C)=O)(OC(C)=O)OC(C)=O
Relative energy (zero: lowest compared OMol25 entry of this formula, charge and spin) (kJ/mol): 8.0
Gap between HOMO and LUMO (Eh): 0.402
Energy (Ha): -1054.3357
HOMO level (eV): -10.50
LUMO (hartree): 0.0164

Positions of all 29 atoms, in Å:
1 O -2.8877 -0.2553 0.8683
2 O -0.3677 0.3700 -3.3473
3 O 2.4507 -1.7471 0.4084
4 O -1.0470 1.0529 0.8567
5 O -0.3515 -0.4650 -1.2252
6 O 1.6040 0.3872 0.4747
7 C -2.3681 0.8396 0.8379
8 C -0.0573 0.4470 -2.2004
9 C 2.5710 -0.5354 0.3181
10 C -3.2751 2.0381 0.7888
11 C 0.6914 1.6314 -1.7279
12 C 3.9416 -0.0215 0.0723
13 C -1.2477 -2.6218 0.4289
14 C -0.2619 -1.7880 1.2331
15 Si 0.0033 -0.1461 0.3482
16 H -4.0737 1.9331 1.5141
17 H -3.7956 2.0193 -0.1617
18 H -2.7250 2.9716 0.9251
19 H 0.8672 2.3324 -2.5466
20 H 0.1444 2.1281 -0.9125
21 H 1.6446 1.3360 -1.3001
22 H 3.9411 0.9097 -0.4620
23 H 4.5499 -0.7767 -0.4408
24 H 4.4148 0.2139 1.0331
25 H -2.1183 -2.0208 0.1320
26 H -0.7287 -2.9349 -0.4716
27 H -1.6133 -3.4763 1.0012
28 H -0.6233 -1.5592 2.2196
29 H 0.7181 -2.2623 1.3353

Entry from the OMol25 dataset: a single C8H14OS2 molecule (the ωB97M-V functional and the def2-TZVPD basis).

Calculated values
Relative energy (zero: lowest compared OMol25 entry of this formula, charge and spin) (kJ/mol): 0.0
Gap between HOMO and LUMO (Eh): 0.324
Energy (Ha): -1184.7679
HOMO level (eV): -8.13
LUMO (hartree): 0.0253

Positions of all 25 atoms, in Å:
1 C 0.4552 0.8349 0.2375
2 C 0.6150 -0.5166 -0.4060
3 C -1.6035 0.5690 0.6650
4 C -0.6958 -1.3143 -0.2449
5 C 0.6334 2.0651 -0.5866
6 C 1.8089 -1.2677 0.1827
7 C -2.3022 1.7104 1.2977
8 C -0.7142 -2.7291 -0.7511
9 O -1.6338 0.5469 -2.0771
10 S -1.3918 -1.0310 1.4215
11 S -2.0609 -0.2173 -0.9082
12 H 0.8386 0.8961 1.2498
13 H 0.7503 -0.3882 -1.4870
14 H 1.6951 2.2077 -0.8028
15 H 0.2822 2.9442 -0.0513
16 H 0.0978 1.9808 -1.5279
17 H 1.9893 -2.1990 -0.3472
18 H 1.6315 -1.4869 1.2338
19 H 2.7023 -0.6527 0.1013
20 H -3.3696 1.5049 1.3909
21 H -2.1738 2.6000 0.6826
22 H -1.8993 1.9030 2.2913
23 H -0.4352 -2.7451 -1.8038
24 H -1.7150 -3.1449 -0.6499
25 H -0.0262 -3.3599 -0.1915

Entry from the OMol25 dataset: a molecular structure, C8H14OSi (the ωB97M-V functional and the def2-TZVPD basis).

Calculated values
Relative energy (zero: lowest compared OMol25 entry of this formula, charge and spin) (kJ/mol): 557.0
Gap between HOMO and LUMO (Eh): 0.282
Energy (Ha): -677.6969
HOMO level (eV): -7.42
LUMO (hartree): 0.0095

Positions of all 24 atoms, in Å:
1 C -1.9170 -2.0383 0.5462
2 C -2.8313 -1.0328 0.4595
3 C -0.3489 -0.6249 -0.3718
4 C -2.4785 0.2196 -0.2101
5 C -3.4414 1.2429 -0.5983
6 C 1.9883 1.5135 -0.8043
7 C 2.6036 -1.6178 -0.6234
8 C 1.7047 0.0756 1.8656
9 O -1.2327 0.3200 -0.5644
10 Si 1.4959 -0.1092 0.0279
11 H -3.7822 -0.8480 0.9845
12 H -0.9607 -1.5139 0.0786
13 H -3.2595 2.1032 0.0295
14 H -3.3112 1.4677 -1.6064
15 H -4.5685 0.9389 -0.5936
16 H 3.0148 1.5019 -0.3543
17 H 1.9136 1.5164 -1.9226
18 H 1.3389 2.2766 -0.4992
19 H 2.2131 -2.6179 -0.6612
20 H 2.8167 -1.5068 -1.8155
21 H 3.6123 -1.6298 -0.1728
22 H 1.2574 0.9445 2.3354
23 H 1.4708 -0.8094 2.3923
24 H 2.7020 0.2282 2.0783

Entry from the OMol25 dataset: a single C8H14Si molecule (the ωB97M-V functional and the def2-TZVPD basis).

Calculated values
SMILES: C[SiH](C)C1(C)C=CC=C1
Relative energy (zero: lowest compared OMol25 entry of this formula, charge and spin) (kJ/mol): 187.2
Gap between HOMO and LUMO (Eh): 0.342
Energy (Ha): -602.6290
HOMO level (eV): -8.47
LUMO (hartree): 0.0310

Positions of all 23 atoms, in Å:
1 C -2.8830 -0.6102 -0.6921
2 C -2.9384 0.7746 -0.3549
3 C -1.7565 -1.2685 -0.4561
4 C -1.7784 1.1114 0.2437
5 C -0.8163 0.0014 0.3226
6 C -0.4303 -0.4899 1.6930
7 C 1.9389 -1.4482 -0.8362
8 C 1.6440 1.7519 0.0006
9 Si 0.7208 0.3012 -0.8142
10 H -3.7133 -0.9960 -1.2769
11 H -3.7957 1.3749 -0.4790
12 H -1.3754 -2.2868 -0.6382
13 H -1.4271 2.1036 0.6568
14 H 0.1718 -1.2739 1.4962
15 H -1.1536 -1.0043 2.1959
16 H 0.0692 0.1909 2.4189
17 H 2.3228 -1.4732 0.1922
18 H 1.5197 -2.4653 -1.1412
19 H 2.8251 -1.2216 -1.5120
20 H 1.9318 1.5431 1.0104
21 H 2.6031 2.0000 -0.5231
22 H 1.0877 2.7167 0.0257
23 H 0.2357 0.8574 -2.1890